C12H23N3O3S2 in the gas phase at a distorted geometry, computed with ωB97M-V/def2-TZVPD.

Positions of all 43 atoms, in Å:
1 C 0.43693 3.24793 -2.09453
2 S 1.65695 3.92735 -0.92357
3 C 1.04713 3.61067 0.72102
4 C 1.72417 4.04539 1.92660
5 N 2.83641 4.89269 2.10830
6 O 2.89076 5.68694 3.03060
7 O 3.81073 4.63717 1.41734
8 N 0.03265 2.60793 0.83791
9 S -0.61038 1.89042 2.24682
10 C -0.47990 0.07248 1.93876
11 C 0.93412 -0.53540 1.65055
12 C 0.84856 -2.09758 1.63305
13 C 2.09418 -2.75236 1.35965
14 C 1.98820 -3.51343 0.00064
15 C 0.50481 -3.75612 -0.07437
16 C 0.03124 -3.74903 -1.46649
17 N -1.33602 -4.19852 -1.72945
18 C -2.38539 -3.22566 -1.92257
19 C -1.84458 -5.50194 -1.24645
20 O -0.06197 -2.62282 0.61352
21 H 1.02007 3.00043 -2.98952
22 H -0.14396 2.44150 -1.78678
23 H -0.15611 4.05476 -2.47475
24 H 1.31484 3.76184 2.89056
25 H -0.32268 2.20559 0.00400
26 H -1.13670 -0.27155 1.18727
27 H -0.67330 -0.49184 2.92880
28 H 1.58285 -0.36102 2.50073
29 H 1.34790 -0.06288 0.78374
30 H 0.50766 -2.43425 2.61657
31 H 2.26438 -3.53525 2.17468
32 H 2.91085 -2.14674 1.28303
33 H 2.56177 -4.39699 -0.16391
34 H 2.31005 -2.82536 -0.74585
35 H 0.23268 -4.66107 0.45204
36 H -0.00388 -2.77897 -1.83695
37 H 0.68315 -4.35722 -2.06847
38 H -2.12217 -2.32938 -1.33634
39 H -3.38963 -3.45603 -1.52673
40 H -2.47708 -2.87646 -2.94131
41 H -1.27616 -6.36851 -1.58868
42 H -2.16617 -5.55204 -0.18461
43 H -2.84174 -5.60407 -1.74860

Output
- Gap between HOMO and LUMO: 8.07 eV
- Calculated total energy: -1657.16001 Eh
- ΔE to the lowest compared entry with this formula, charge and spin: 1.717 eV
- SMILES: CS/C(=C\[N+](=O)[O-])NSCC[C@@H]1CC[C@H](CN(C)C)O1
- E_HOMO: -8.029 eV
- Total charge: 0